(1)
{
  "formula": "C27H48O24",
  "method": "ωB97M-V/def2-TZVPD",
  "gap_ev": 9.8,
  "homo_energy_ev": -9.7120,
  "species": ["C", "C", "C", "O", "C", "O", "O", "H", "H", "H", "H", "H", "H", "C", "C", "C", "O", "C", "O", "O", "H", "H", "H", "H", "H", "H", "C", "C", "C", "O", "C", "O", "O", "H", "H", "H", "H", "H", "H", "C", "O", "C", "O", "O", "C", "H", "H", "H", "H", "H", "H", "C", "O", "C", "O", "O", "C", "H", "H", "H", "H", "H", "H", "C", "O", "C", "O", "O", "C", "H", "H", "H", "H", "H", "H", "C", "O", "C", "O", "O", "C", "H", "H", "H", "H", "H", "H", "C", "O", "C", "O", "O", "C", "H", "H", "H", "H", "H", "H"],
  "coordinates": [[-5.02105, 3.63246, -0.46195], [-3.51678, 3.41819, -0.47160], [-3.17090, 1.94804, -0.71547], [-2.26587, 1.94962, -1.76016], [-2.16405, 3.18279, -2.21621], [-1.48346, 3.45273, -3.17552], [-3.01272, 4.06230, -1.58023], [-5.43341, 4.62520, -0.28164], [-5.51389, 3.08888, 0.34411], [-5.57349, 3.33950, -1.35475], [-3.02311, 3.72641, 0.45002], [-4.01969, 1.41707, -1.14642], [-2.67523, 1.49378, 0.14247], [0.33860, -8.55424, 3.30771], [1.31790, -7.94156, 4.26645], [1.44270, -6.39588, 4.26962], [1.46783, -6.08234, 5.68911], [1.12290, -7.14747, 6.41354], [0.99161, -7.13305, 7.59019], [0.95392, -8.20416, 5.65218], [0.49334, -9.61607, 3.11621], [0.48223, -8.01367, 2.37216], [-0.67144, -8.37843, 3.67788], [2.30731, -8.39364, 4.19721], [0.77615, -5.80771, 3.63886], [2.43960, -6.18099, 3.88475], [-3.40319, 0.35095, -4.83937], [-4.09223, 0.71830, -6.10123], [-5.39651, 1.45141, -6.02952], [-5.17020, 2.70415, -6.66218], [-3.90965, 2.77998, -7.11809], [-3.42893, 3.70940, -7.72135], [-3.23393, 1.63848, -6.79060], [-3.12090, 1.27120, -4.32793], [-2.51255, -0.27722, -4.82321], [-3.84303, -0.46750, -4.26949], [-4.22174, -0.04589, -6.86761], [-5.60043, 1.61595, -4.97149], [-6.20683, 0.97608, -6.58228], [0.17788, -2.73086, 5.79305], [0.44024, -1.54893, 5.06745], [-0.57096, -0.88469, 4.38024], [-1.84038, -1.08976, 4.37215], [0.10484, 0.04181, 3.62906], [-0.58496, 0.89044, 2.80974], [0.06919, -3.48887, 5.01735], [-0.63067, -2.80419, 6.52035], [1.15045, -2.90300, 6.25413], [-1.06382, 1.67568, 3.39470], [-1.43724, 0.40245, 2.33689], [-0.05007, 1.46108, 2.05054], [0.19224, -0.22552, -2.00897], [-0.14956, -1.10052, -0.90270], [0.60183, -1.13101, 0.19380], [1.31350, -0.22362, 0.57312], [0.39900, -2.34833, 0.75929], [1.34544, -2.85636, 1.75968], [-0.55551, -0.28430, -2.79986], [1.06235, -0.65602, -2.50461], [0.38597, 0.82617, -1.79800], [1.61381, -2.06401, 2.45843], [2.35955, -3.15126, 1.49005], [0.92199, -3.64501, 2.38163], [1.08825, 5.38777, -6.91042], [0.69613, 4.22957, -6.21447], [1.59412, 3.63701, -5.40981], [2.53791, 4.22340, -4.84917], [1.26854, 2.36632, -5.30585], [0.09011, 1.72562, -5.85184], [2.11977, 5.70647, -6.76043], [0.26904, 6.09435, -6.77717], [0.99825, 5.16047, -7.97265], [-0.26456, 0.91706, -5.21268], [0.36142, 1.43095, -6.86557], [-0.81785, 2.32416, -5.92584], [2.15839, 2.82176, 0.60605], [1.48048, 3.80685, -0.22101], [1.90954, 4.15179, -1.48307], [2.83903, 3.65094, -2.04388], [1.50350, 5.35447, -1.94962], [0.36511, 6.02694, -1.42762], [3.15836, 3.16971, 0.86510], [2.14995, 1.85012, 0.11215], [1.56811, 2.91639, 1.51749], [0.24059, 6.03549, -0.34479], [-0.52715, 5.60102, -1.88648], [0.36691, 7.01247, -1.89327], [4.79463, -4.27794, 5.07929], [5.65185, -3.22657, 5.67334], [5.48643, -1.84590, 5.65965], [6.20315, -1.08496, 6.26394], [4.36396, -1.60462, 5.07336], [3.89049, -0.25451, 4.96706], [4.45683, -3.91054, 4.11027], [3.89135, -4.39752, 5.67753], [5.31310, -5.22780, 4.94869], [4.54061, 0.36827, 4.35259], [3.62785, 0.13416, 5.95096], [2.92154, -0.34805, 4.47666]]
}



(2)
{
  "formula": "C27H49As3ClIrNO7P",
  "method": "ωB97M-V/def2-TZVPD",
  "gap_ev": [7.1, 6.2],
  "homo_energy_ev": [-6.6058, -7.4661],
  "multiplicity": 5,
  "species": ["Ir", "Cl", "C", "C", "C", "C", "O", "C", "C", "O", "C", "H", "H", "H", "H", "C", "As", "C", "C", "C", "C", "C", "As", "C", "C", "C", "As", "C", "C", "H", "H", "H", "H", "H", "H", "H", "H", "H", "H", "H", "H", "H", "H", "H", "H", "H", "H", "H", "H", "H", "H", "H", "H", "H", "H", "H", "C", "C", "C", "C", "O", "P", "O", "O", "O", "C", "C", "C", "C", "H", "H", "H", "H", "H", "H", "H", "H", "H", "H", "H", "H", "H", "H", "H", "H", "H", "H", "O", "C", "N"],
  "coordinates": [[0.25806, -0.68848, -0.67610], [-3.99506, 5.34884, -1.12447], [-2.67634, 4.20809, -1.05560], [-1.44902, 4.60089, -0.54093], [-0.42405, 3.68094, -0.46837], [-0.57909, 2.34585, -0.89469], [0.44756, 1.52844, -0.75179], [-1.82689, 1.98262, -1.44280], [-2.11643, 0.61298, -2.01751], [-1.07709, -0.17383, -2.25375], [-2.85395, 2.91957, -1.51127], [-1.30586, 5.61717, -0.19822], [0.54060, 3.97080, -0.06829], [-2.75081, 0.71499, -2.90493], [-3.81248, 2.62329, -1.92160], [2.75577, -0.98243, 2.50383], [1.91788, 0.17041, 1.16974], [1.11805, 1.47892, 2.35446], [3.38281, 1.26679, 0.47026], [4.39019, 0.73939, -0.56714], [5.49470, 1.81367, -0.64258], [3.80796, 0.66091, -1.99603], [2.11619, -0.25438, -2.48090], [1.45412, 1.05596, -3.74684], [2.63806, -1.63976, -3.74799], [5.07838, -0.55711, -0.10058], [4.23377, -2.29182, -0.53752], [5.26401, -3.34818, 0.75756], [5.40016, -2.72127, -2.06270], [3.13144, -1.89263, 2.04441], [1.98446, -1.25916, 3.22260], [3.56132, -0.46244, 3.02357], [1.86751, 1.89402, 3.02941], [0.33336, 0.98587, 2.92623], [0.67106, 2.26326, 1.74818], [3.94002, 1.60553, 1.35003], [2.86075, 2.13435, 0.05862], [5.07032, 2.79572, -0.86137], [6.21721, 1.57011, -1.42460], [6.03079, 1.87688, 0.30667], [4.57634, 0.27123, -2.67069], [3.60744, 1.68537, -2.32075], [2.20966, 1.26305, -4.50555], [1.20138, 1.96130, -3.19904], [0.54997, 0.65974, -4.20374], [3.44204, -1.28948, -4.39589], [1.75609, -1.84835, -4.35306], [2.93436, -2.55080, -3.23590], [5.20254, -0.52379, 0.98529], [6.08607, -0.60580, -0.52344], [4.87670, -3.21317, 1.76582], [6.31403, -3.05406, 0.73417], [5.18212, -4.40257, 0.49613], [5.23862, -2.01711, -2.87702], [5.17415, -3.72344, -2.42669], [6.44565, -2.67781, -1.75570], [-2.77797, 2.59568, 2.23538], [-3.79173, 1.46937, 2.35501], [-3.40045, 0.45805, 3.42222], [-5.18702, 2.01489, 2.60349], [-3.90011, 0.81156, 1.05088], [-2.86999, -0.20800, 0.43328], [-3.13102, -0.10132, -1.09650], [-1.46111, 0.03327, 0.85732], [-3.29547, -1.64607, 0.89429], [-4.33830, -2.53487, 0.37547], [-4.51559, -3.56308, 1.47939], [-5.62133, -1.75404, 0.13814], [-3.81997, -3.18702, -0.89582], [-2.73127, 3.15277, 3.17306], [-3.06791, 3.27849, 1.43551], [-1.79005, 2.19877, 2.00783], [-3.39407, 0.94852, 4.39668], [-2.40717, 0.04956, 3.23305], [-4.11595, -0.36481, 3.45350], [-5.21244, 2.55454, 3.55100], [-5.91300, 1.20193, 2.64403], [-5.47069, 2.69862, 1.80329], [-4.86379, -3.08142, 2.39409], [-3.56733, -4.05996, 1.68367], [-5.25074, -4.30980, 1.17650], [-5.93482, -1.24821, 1.05222], [-6.41174, -2.44158, -0.16577], [-5.49116, -1.01018, -0.64762], [-2.88555, -3.71150, -0.69267], [-3.64537, -2.44690, -1.67439], [-4.55183, -3.91286, -1.25451], [-0.85434, -4.07262, 1.48537], [-0.37030, -3.33150, 0.71205], [0.14296, -2.60936, -0.10039]]
}



(3)
{
  "formula": "C27H49N15O5Ti",
  "method": "ωB97M-V/def2-TZVPD",
  "gap_ev": 6.1,
  "homo_energy_ev": -17.6617,
  "charge": 4,
  "species": ["Ti", "N", "N", "C", "N", "N", "N", "O", "O", "H", "H", "H", "H", "H", "C", "N", "C", "C", "N", "C", "C", "C", "C", "C", "C", "N", "C", "N", "C", "C", "N", "C", "C", "N", "C", "C", "H", "H", "H", "H", "H", "H", "H", "H", "H", "H", "H", "H", "H", "H", "H", "H", "H", "H", "H", "H", "H", "H", "H", "H", "H", "H", "H", "H", "O", "C", "O", "C", "N", "C", "C", "C", "H", "H", "H", "H", "H", "H", "H", "H", "H", "C", "N", "C", "C", "C", "N", "C", "O", "N", "H", "H", "H", "H", "H", "H", "H"],
  "coordinates": [[-0.42160, 0.67163, -0.42954], [2.25177, -1.51957, 0.47448], [3.01382, -0.60119, 1.20178], [2.81275, 0.69985, 1.06013], [3.64116, 1.56689, 1.60250], [1.66520, 1.04129, 0.36265], [1.63679, 2.16960, -0.33668], [2.41670, 3.07177, -0.34166], [0.61397, 2.15526, -1.11353], [1.57946, -1.98007, 1.08436], [2.88007, -2.20726, 0.07666], [3.76988, -0.92382, 1.79032], [4.49808, 1.26012, 2.04331], [3.54899, 2.55131, 1.42265], [-0.24765, -3.57438, 0.59672], [0.11776, -3.06662, 1.92577], [0.99606, -3.92743, 2.72684], [-0.69093, -2.10603, 2.49417], [-0.91283, -0.99622, 1.78385], [-2.19248, -0.43027, 1.77579], [-3.37154, -1.16194, 2.00922], [-4.62437, -0.59305, 1.87922], [-4.76016, 0.73278, 1.46811], [-3.62575, 1.45745, 1.18772], [-2.35176, 0.90092, 1.35470], [-1.19099, 1.69442, 1.02712], [-1.14564, 2.97456, 1.55894], [-0.61235, 3.99964, 0.82572], [-1.33010, 4.45228, -0.37552], [0.17340, 5.05192, 1.49071], [-1.58232, 3.21979, 2.78074], [-2.12983, 4.52517, 3.18229], [-1.61011, 2.23163, 3.85842], [-1.16315, -2.35097, 3.72498], [-1.50268, -1.30021, 4.67368], [-1.47875, -3.70408, 4.20306], [-0.03926, -4.64253, 0.55802], [0.29923, -3.08206, -0.21223], [-1.31535, -3.43427, 0.42033], [1.92262, -4.09284, 2.17408], [0.56636, -4.90650, 2.93866], [1.24182, -3.43775, 3.66690], [-3.29568, -2.20386, 2.29718], [-5.50649, -1.18370, 2.09821], [-5.73982, 1.18264, 1.36601], [-3.71228, 2.48551, 0.84944], [-1.87486, 3.62421, -0.82045], [-0.62004, 4.85672, -1.09580], [-2.03798, 5.24472, -0.11787], [-0.39683, 5.96278, 1.67190], [0.99709, 5.31999, 0.83478], [0.57410, 4.68802, 2.43479], [-2.41409, 5.11749, 2.32230], [-1.42460, 5.07887, 3.79901], [-3.02402, 4.33507, 3.77362], [-0.90043, 1.44351, 3.65063], [-2.60647, 1.80915, 3.98343], [-1.32372, 2.73373, 4.78124], [-0.96619, -0.39486, 4.42121], [-1.19501, -1.62156, 5.66822], [-2.57527, -1.09732, 4.69393], [-1.58654, -4.39535, 3.37268], [-2.43071, -3.66092, 4.73212], [-0.72678, -4.07764, 4.89786], [-1.14484, -2.19894, -2.67884], [-1.75099, -1.72707, -1.74199], [-1.25577, -0.90982, -0.84467], [-3.21969, -2.12027, -1.51455], [-3.55949, -3.15675, -2.55686], [-4.66054, -2.60454, -3.44033], [-4.50122, -1.09942, -3.28997], [-4.17390, -0.94755, -1.79834], [-3.33620, -2.50978, -0.50637], [-3.80734, -4.06540, -2.17183], [-2.68745, -3.26127, -3.09641], [-5.61714, -2.94034, -3.04677], [-4.54360, -2.98216, -4.45238], [-5.41367, -0.57914, -3.57156], [-3.68108, -0.73554, -3.91504], [-5.07943, -1.05940, -1.20353], [-3.71559, 0.00178, -1.53468], [-2.59492, 2.93961, -3.89979], [-1.46528, 1.98931, -3.97010], [-0.74120, 1.84486, -5.12445], [0.30585, 1.00179, -5.19740], [0.64503, 0.26479, -4.02769], [-0.03979, 0.46517, -2.88698], [-1.07120, 1.29784, -2.87952], [-1.67748, 1.45546, -1.74630], [1.62812, -0.62005, -4.02123], [-3.03447, 3.03916, -4.88724], [-2.24702, 3.91544, -3.56644], [-3.34287, 2.56750, -3.20953], [-1.06233, 2.44196, -5.96885], [0.86421, 0.88365, -6.11479], [2.14372, -0.82551, -4.86153], [1.76689, -1.21112, -3.22027]]
}



In the order shown, the computed energy above the lowest of the compared OMol25 structures with the same formula, charge and spin values come out to 85.6 0.0 13.9 kcal per mole.